# 1
# C2H4N4O2

A single C2H4N4O2 molecule at a distorted geometry (ωB97M-V/def2-TZVPD, the OMol25 dataset).

Geometry as ORCA input:
```
! RIJCOSX wB97M-V def2-TZVPD def2/J DEFGRID3
* xyz 0 1
C 0.85372 -1.58143 0.09152
C -0.25318 -0.13032 -0.40688
H -0.24826 1.90489 0.49413
H 1.18073 2.34449 -0.69536
H 1.45162 -2.32984 0.86081
H -2.19729 -0.94454 0.31717
N 0.90036 1.72661 0.18138
N 0.88017 0.56234 -0.52590
N -0.42915 -1.55239 -0.43947
N -1.31643 0.67858 -0.07530
O 1.69731 -0.57249 0.10680
O -2.51962 -0.10590 0.09110
*
```

gap between HOMO and LUMO = 0.3432 hartree
total energy = -447.8517 Ha
HOMO energy = -9.2 eV

---

# 2
# C2H9NS

2 unconnected molecules or ions with the total composition C2H9NS at a distorted geometry (ωB97M-V/def2-TZVPD, the OMol25 dataset).

Geometry as ORCA input:
```
! RIJCOSX wB97M-V def2-TZVPD def2/J DEFGRID3
* xyz 0 1
S -2.73899 -0.45119 0.70067
H -2.43045 0.60152 1.45854
C 0.75176 1.01192 0.52724
N 0.12373 0.18404 -0.48549
C 0.68459 -1.10477 -0.83173
H 0.00722 1.29136 1.28239
H 1.53806 0.47742 1.06216
H 1.05717 1.97685 0.11961
H -0.08939 0.74935 -1.29338
H -1.45461 -0.38231 0.17020
H 1.75154 -1.07472 -1.11527
H 0.11840 -1.53403 -1.65570
H 0.68096 -1.74545 0.06075
*
```

gap between HOMO and LUMO = 0.3555 hartree
total energy = -534.5024 Ha
SMILES = CNC.S
HOMO energy = -8.8 eV

---

# 3
# C4H6N2S

A single C4H6N2S molecule at a distorted geometry (ωB97M-V/def2-TZVPD, the OMol25 dataset).

Geometry as ORCA input:
```
! RIJCOSX wB97M-V def2-TZVPD def2/J DEFGRID3
* xyz 0 1
C -0.39505 -1.17182 0.09859
C -0.11540 0.03535 -0.40117
C 0.46464 1.19197 0.44471
C -0.40891 0.46616 -1.75578
H 0.40669 -0.90988 2.07499
H -0.09138 -2.37046 1.72157
H -0.79889 -2.01383 -0.52536
H 1.50143 0.98490 0.87869
H -0.12398 1.25988 1.39920
H -0.74769 -0.25112 -2.49063
N 0.22086 -1.54870 1.31223
N -0.18546 1.67395 -2.07737
S 0.27314 2.65360 -0.67968
*
```

gap between HOMO and LUMO = 0.3134 hartree
total energy = -663.6698 Ha
SMILES = N/C=C1/C=NSC1
HOMO energy = -7.8 eV

---

# 4
# C4H5F2NO

A single C4H5F2NO molecule at a distorted geometry (ωB97M-V/def2-TZVPD, the OMol25 dataset).

Geometry as ORCA input:
```
! RIJCOSX wB97M-V def2-TZVPD def2/J DEFGRID3
* xyz 0 1
C -1.06855 -0.80742 0.42041
C 0.36827 -0.48223 0.37074
C -0.24323 0.86516 -1.68453
C 1.12582 -0.39719 1.51765
H -1.32318 -1.45812 1.24258
H -1.40437 -1.13133 -0.62508
H 1.50104 1.25072 -0.67053
H -1.38662 0.42554 -1.78971
H 0.90986 -1.00470 2.36723
N 0.67297 0.37632 -0.79107
O 0.16374 1.59459 -2.45792
F -1.74653 0.54577 0.62610
F 2.43077 0.22288 1.47413
*
```

gap between HOMO and LUMO = 0.3625 hartree
total energy = -485.0391 Ha
SMILES = O=CN/C(=C\F)CF
HOMO energy = -9.5 eV

---

# 5
# C30H54Br3Cl2O11PS3

A molecular structure, C30H54Br3Cl2O11PS3 at a distorted geometry (ωB97M-V/def2-TZVPD, the OMol25 dataset).

Geometry as ORCA input:
```
! RIJCOSX wB97M-V def2-TZVPD def2/J DEFGRID3
* xyz 0 1
C 2.72558 1.39587 1.64431
C 1.38256 1.17949 0.88852
C 1.11857 -0.32456 0.64199
C 0.94263 -0.66253 -0.84640
C -0.01299 -0.87764 1.58021
O -0.72264 -1.97416 1.02041
C -1.84791 -2.34079 1.80092
C -1.89812 -3.90178 1.78633
O -1.86621 -4.39881 3.11892
C -3.11805 -4.94091 3.51649
C -3.21229 -1.81644 1.25183
O -3.34022 -0.47947 1.76800
C -4.40697 0.28449 1.24500
C -4.45234 1.59746 2.11063
C -4.01030 2.83340 1.30466
O -4.03251 3.96755 2.16481
P -6.07603 -0.54294 1.36654
O -6.28839 -0.53075 3.01740
Br -7.56995 0.87276 0.44202
C -3.38134 -1.92174 -0.24281
Br -2.43842 -0.71229 -1.40337
C -4.18796 -2.80224 -0.80134
C -5.03632 -3.79934 -0.04983
Br -4.39980 -2.88351 -2.71827
C 0.63095 -1.16519 2.93148
Cl 0.44217 0.14495 4.11193
C 1.30045 -2.24584 3.26630
C 1.52193 -3.38331 2.30831
Cl 1.93979 -2.37335 4.89804
H 2.68817 2.26719 2.30674
H 3.55800 1.55842 0.95025
H 2.98082 0.52954 2.26306
H 0.58094 1.65802 1.46123
H 1.48669 1.73068 -0.05429
H 2.03161 -0.83885 0.96646
H 0.33091 0.09507 -1.34368
H 0.59854 -1.67758 -1.04388
H 1.93307 -0.57278 -1.31993
H -0.73373 -0.05662 1.70884
H -1.80702 -2.01249 2.84664
H -2.75967 -4.25065 1.21221
H -1.00403 -4.24723 1.25689
H -2.91973 -5.61482 4.35733
H -3.77439 -4.14482 3.90221
H -3.62212 -5.51765 2.73233
H -3.97039 -2.43067 1.76110
H -4.24338 0.63517 0.21577
H -3.81606 1.42944 2.98760
H -5.47069 1.74600 2.49293
H -2.99260 2.62721 0.94970
H -4.72720 2.94654 0.48277
H -4.32455 3.66268 3.03207
H -7.20045 -0.81749 3.18318
H -5.57384 -3.33542 0.78150
H -5.81731 -4.15651 -0.72842
H -4.48596 -4.68566 0.27577
H 1.43256 -3.11409 1.25989
H 0.78279 -4.15471 2.57057
H 2.50155 -3.83348 2.56145
C 2.12274 4.34293 -2.31928
C 0.91472 4.66718 -1.43115
C -0.34532 4.44012 -2.27385
S 0.08297 3.19061 -3.48923
O 0.03332 3.78861 -4.80228
O -0.61821 1.96772 -3.18612
C 1.79404 3.02044 -3.00344
H 3.04306 4.27613 -1.73977
H 2.25190 5.12376 -3.07229
H 0.90631 3.99810 -0.56655
H 0.95361 5.68852 -1.05316
H -1.17871 4.08276 -1.67273
H -0.63602 5.34147 -2.81146
H 2.40685 2.82423 -3.88093
H 1.85866 2.18426 -2.30506
C 3.26801 8.40133 -6.79478
C 1.74447 8.45685 -6.62745
C 1.38207 7.57174 -5.42875
S 2.81357 7.58691 -4.34601
O 3.36677 6.25430 -4.29882
O 2.49982 8.31747 -3.14395
C 3.84775 8.59689 -5.39730
H 3.62766 9.16290 -7.48572
H 3.56049 7.42435 -7.18670
H 1.43747 9.48673 -6.43134
H 1.22718 8.12766 -7.52776
H 0.52110 7.95455 -4.88564
H 1.20118 6.53993 -5.73003
H 4.88388 8.27716 -5.31007
H 3.74466 9.63068 -5.06750
C 3.48645 -8.87018 2.19700
C 3.07524 -8.13657 3.47972
C 3.98428 -6.90967 3.61835
S 4.46286 -6.44961 1.94978
O 5.88193 -6.64464 1.80573
O 3.82690 -5.20365 1.59712
C 3.61658 -7.79237 1.12582
H 2.75780 -9.62878 1.91329
H 4.44870 -9.36546 2.34689
H 2.03411 -7.81594 3.39748
H 3.15029 -8.78083 4.35505
H 3.46931 -6.07256 4.08544
H 4.89161 -7.14243 4.17306
H 4.19129 -8.11046 0.25884
H 2.63819 -7.42593 0.81426
*
```

gap between HOMO and LUMO = 0.3329 hartree
total energy = -12181.3902 Ha
HOMO energy = -8.8 eV

---

# 6
# C12H28N2O5Si

A single C12H28N2O5Si molecule at a distorted geometry (ωB97M-V/def2-TZVPD, the OMol25 dataset).

Geometry as ORCA input:
```
! RIJCOSX wB97M-V def2-TZVPD def2/J DEFGRID3
* xyz 0 1
O 2.13670 -1.74471 0.64803
O 1.78539 -3.41422 2.09193
O 0.63861 0.82310 0.01823
O 2.29851 1.31095 -2.05245
O 0.32852 3.09513 -1.45260
C 1.38949 -2.56315 1.13261
N -1.23837 -0.82242 1.77921
N -2.51367 0.96847 -0.24475
C 3.10474 -3.10992 2.41876
C 1.48020 1.08152 1.09240
C 2.93606 0.15461 -1.57447
C 1.20456 3.92876 -0.83595
C -0.04433 -2.72422 0.65921
C -1.09379 -2.27910 1.63177
C -2.52892 -0.20562 2.02852
C -3.27664 0.20997 0.74023
C -2.97168 0.86857 -1.67738
C -1.96838 1.31699 -2.76044
C -0.53023 0.72548 -2.66541
Si 0.73925 1.49690 -1.49393
H -0.60447 -0.28573 1.17064
H -1.50475 0.80116 -0.15925
H 3.52568 -3.80206 3.16845
H 3.73551 -3.14691 1.51291
H 3.09830 -2.06125 2.74528
H 2.25617 0.33716 1.05844
H 1.82527 2.08540 1.01210
H 0.88089 0.96855 1.97845
H 3.83929 0.44080 -0.96374
H 3.19910 -0.47014 -2.41490
H 2.26604 -0.35633 -0.91649
H 0.94653 4.05155 0.24554
H 2.21989 3.57543 -0.91028
H 1.04899 4.88290 -1.32241
H -0.16056 -3.74942 0.36908
H -0.18685 -2.17227 -0.25259
H -0.89774 -2.69884 2.63571
H -2.08936 -2.61550 1.29362
H -2.36933 0.70489 2.62710
H -3.13141 -0.89805 2.65798
H -3.62222 -0.73824 0.25447
H -4.16338 0.80598 0.93241
H -3.91914 1.40232 -1.77462
H -3.23418 -0.18743 -1.86832
H -1.90309 2.41487 -2.77666
H -2.40830 1.09668 -3.72817
H -0.57696 -0.34797 -2.47824
H 0.05408 0.84533 -3.58002
*
```

gap between HOMO and LUMO = 0.3256 hartree
total energy = -1249.3064 Ha
SMILES = COC(=O)CCNCCNCCC[Si](OC)(OC)OC
HOMO energy = -8.1 eV

---

# 7
# C5H10N2O2

2 unconnected molecules or ions with the total composition C5H10N2O2 at a distorted geometry (ωB97M-V/def2-TZVPD, the OMol25 dataset).

Geometry as ORCA input:
```
! RIJCOSX wB97M-V def2-TZVPD def2/J DEFGRID3
* xyz 0 1
C -1.08331 -1.01350 -1.63328
C -1.26225 0.48510 -1.96217
C -0.32422 -0.99328 -0.28193
C -0.81962 1.20498 -0.69477
C -0.48553 0.39826 0.30789
N -0.30339 0.79104 1.71888
N 3.14916 -0.69658 1.65951
O 2.73368 0.48224 2.22759
O 4.28557 -0.96567 1.87796
H -2.12315 -1.33077 -1.68987
H -0.40936 -1.46877 -2.29050
H -0.73556 0.59823 -2.89845
H -2.25205 0.70321 -2.19408
H -0.72872 -1.67921 0.40883
H 0.75409 -1.12841 -0.27687
H 1.72721 0.48261 2.14329
H -0.88737 2.31547 -0.55766
H -0.67199 0.06133 2.29767
H -0.56320 1.75370 1.83797
*
```

gap between HOMO and LUMO = 0.3427 hartree
total energy = -456.3748 Ha
SMILES = NC1=CCCC1.O=NO
HOMO energy = -8.6 eV

---

# 8
# C6H4I2NO2S

A molecular structure, C6H4I2NO2S at a distorted geometry (ωB97M-V/def2-TZVPD, the OMol25 dataset).

Geometry as ORCA input:
```
! RIJCOSX wB97M-V def2-TZVPD def2/J DEFGRID3
* xyz -1 3
C -0.60889 1.19171 1.23063
C -2.62992 -1.28049 1.22207
C -2.59351 0.29583 -0.65758
C -0.15373 0.83261 2.31165
C 1.66931 -0.37981 -1.45985
C 2.49903 -0.10897 -0.23347
N -2.82752 -0.54669 0.32448
O -2.47288 -2.06022 2.05066
O -3.15031 0.35920 -1.71679
S -1.33457 1.59729 -0.24027
I 4.34134 -1.08316 -0.72657
I 2.77010 1.96499 0.11621
H 0.41046 0.65322 3.29470
H 1.36516 -1.36853 -1.60661
H 2.03716 -0.17366 -2.55647
H 0.67878 0.10667 -1.35278
*
```

gap between HOMO and LUMO (alpha / beta) = 0.0940 / 0.2174 hartree
total energy = -1429.6769 Ha
HOMO energy (alpha / beta) = -0.4 / -5.0 eV

---

# 9
# C3H4OS2

A single C3H4OS2 molecule at a distorted geometry (ωB97M-V/def2-TZVPD, the OMol25 dataset).

Geometry as ORCA input:
```
! RIJCOSX wB97M-V def2-TZVPD def2/J DEFGRID3
* xyz 0 1
C 0.51799 -0.63529 -0.05429
C 0.90467 -2.17444 -0.00692
C -0.77664 -0.31709 0.09936
O 2.10149 -2.47325 0.02610
S 1.97328 0.59166 -0.03030
S -2.13749 -1.38634 -0.06315
H -1.06424 0.71603 0.15224
H 2.64854 -1.57609 0.04777
H 1.26977 1.48447 0.41586
H -3.06507 -0.35369 0.39972
*
```

gap between HOMO and LUMO = 0.3113 hartree
total energy = -988.1723 Ha
HOMO energy = -8.3 eV

---

# 10
# C5H10O2

A single C5H10O2 molecule (ωB97M-V/def2-TZVPD, the OMol25 dataset).

Geometry as ORCA input:
```
! RIJCOSX wB97M-V def2-TZVPD def2/J DEFGRID3
* xyz 0 1
C 1.98298 0.82360 0.08394
O 1.16603 0.00050 -0.71582
C 0.41604 -0.99062 -0.07140
C -0.20138 -0.79735 1.27944
C -1.06663 -0.73541 0.05075
C -1.56047 0.59808 -0.45748
O -1.76614 0.56015 -1.85374
H 2.74304 0.25215 0.63351
H 1.39585 1.40842 0.80543
H 2.47662 1.51877 -0.60041
H 0.75043 -1.99438 -0.33118
H -0.27887 -1.67566 1.91384
H -0.01243 0.12362 1.82249
H -1.73691 -1.56853 -0.14847
H -2.52589 0.84398 -0.00499
H -0.84947 1.39117 -0.17443
H -0.93281 0.24150 -2.23147
*
```

gap between HOMO and LUMO = 0.3935 hartree
total energy = -346.9291 Ha
SMILES = CO[C@H]1C[C@H]1CO
HOMO energy = -9.7 eV

---

# 11
# C3H17FeN4O6

A molecular structure, C3H17FeN4O6 at a distorted geometry (ωB97M-V/def2-TZVPD, the OMol25 dataset).

Geometry as ORCA input:
```
! RIJCOSX wB97M-V def2-TZVPD def2/J DEFGRID3
* xyz 0 6
Fe -0.66786 -0.05631 0.67248
C 1.71060 0.99394 2.85800
O 0.39441 0.88853 2.25096
H 2.33283 1.81645 2.50529
H 1.62103 0.95611 3.94365
H 2.17106 0.03279 2.62938
C 1.51399 -2.15704 -0.58380
O 0.91260 -1.24296 -0.15417
N 2.28327 -2.85022 0.15244
N 1.47703 -2.51661 -1.81936
H 2.56340 -3.80221 -0.03555
H 2.45568 -2.45806 1.06710
H 1.78382 -3.37072 -2.26260
H 0.93409 -1.82349 -2.31424
C -0.44171 2.36187 -1.34308
O -0.37367 1.52042 -0.46162
N -0.13878 2.04790 -2.59307
N -0.86332 3.53682 -1.22955
H 0.06243 1.12628 -2.95395
H -0.36855 2.67713 -3.34896
H -1.00167 3.97175 -0.32855
H -1.01630 4.12354 -2.03730
O -1.23293 -1.99828 1.50053
H -0.88912 -2.22005 2.36588
H -1.30597 -2.83894 1.04865
O -1.65730 -0.79673 -0.98506
H -1.83978 -1.69683 -1.25479
H -2.42370 -0.30018 -1.27191
O -2.39717 1.09844 1.21300
H -2.74578 1.83867 0.71624
H -2.85264 1.13799 2.05397
*
```

gap between HOMO and LUMO (alpha / beta) = 0.1150 / 0.2709 hartree
total energy = -2058.6009 Ha
HOMO energy (alpha / beta) = -2.9 / -7.1 eV

---

# 12
# C4H9NO2

A molecular structure, C4H9NO2 at a distorted geometry (ωB97M-V/def2-TZVPD, the OMol25 dataset).

Geometry as ORCA input:
```
! RIJCOSX wB97M-V def2-TZVPD def2/J DEFGRID3
* xyz 0 1
C -0.33555 -0.56704 -0.93485
C -0.82139 1.20300 0.86259
N 3.09606 0.09506 -0.31403
C -1.10666 -0.16541 0.31181
C -2.23067 -0.84895 0.63692
O 2.04022 -0.55807 -0.84011
O 0.60167 -1.01535 0.00618
H 3.25175 1.01716 -0.71072
H 3.93888 -0.47370 -0.35517
H -0.74603 -1.41722 -1.48340
H 0.01758 0.27203 -1.53969
H -1.20262 1.97081 0.18751
H -1.28192 1.33619 1.83964
H 0.25574 1.34722 0.94444
H -3.03739 -0.37773 1.17629
H -2.43968 -1.81798 0.21259
*
```

gap between HOMO and LUMO (alpha / beta) = 0.3033 / 0.3069 hartree
total energy = -362.7972 Ha
HOMO energy (alpha / beta) = -8.3 / -8.2 eV

---

Q: Among the records above, which one has the lowest total energy?
A: C30H54Br3Cl2O11PS3

---

Q: Which value of total energy does entry 2 give?
A: -534.5024 Ha